Below is a 6-piece molecular cluster, C45H45F6NO4 overall, with properties calculated with ωB97M-V with the def2-TZVPD basis set.

Structure (XYZ):
```
101
C45H45F6NO4, DFT ωB97M-V with the def2-TZVPD basis set
C 2.908 0.725 1.609
C 3.489 -0.679 1.832
C 4.309 -1.164 0.656
N 3.568 -1.348 -0.611
C 2.203 -1.588 -0.545
C 1.627 -2.688 -0.033
C 2.346 -3.836 0.584
C 2.256 -5.144 -0.180
F 1.738 -4.014 1.845
C 0.144 -2.768 -0.057
O -0.481 -3.814 -0.123
C -0.585 -1.465 0.018
C -1.910 -1.508 0.702
O -2.978 -1.563 -0.248
C -3.813 -2.647 -0.164
C -4.335 -3.063 1.186
O -4.188 -3.199 -1.183
C -0.029 -0.372 -0.515
C -0.679 0.972 -0.531
C 1.313 -0.538 -1.143
O 1.690 0.159 -2.087
H 3.435 1.245 0.817
H 3.062 1.314 2.505
H 1.840 0.707 1.428
H 4.175 -0.608 2.667
H 2.725 -1.381 2.144
H 5.056 -0.402 0.461
H 4.876 -2.055 0.899
H 3.748 -0.603 -1.267
H 3.385 -3.622 0.787
H 3.120 -5.236 -0.828
H 2.322 -5.945 0.549
H 1.330 -5.259 -0.718
H -1.906 -2.350 1.383
H -2.036 -0.611 1.302
H -3.789 -2.658 2.027
H -5.382 -2.816 1.281
H -4.243 -4.140 1.235
H -0.919 1.309 0.469
H -1.615 0.902 -1.077
H -0.067 1.695 -1.053
F 0.537 4.340 0.368
C 0.097 5.013 -0.717
C -1.246 4.972 -1.029
C -1.695 5.662 -2.146
C -0.799 6.372 -2.934
C 0.548 6.399 -2.600
C 1.005 5.718 -1.481
H -1.927 4.406 -0.404
H -2.745 5.641 -2.402
H -1.153 6.905 -3.806
H 1.248 6.949 -3.215
H 2.050 5.728 -1.202
F 0.330 -7.920 6.625
C -0.261 -7.400 5.529
C -1.615 -7.592 5.346
C -2.219 -7.053 4.220
C -1.466 -6.341 3.296
C -0.104 -6.162 3.499
C 0.507 -6.693 4.626
H -2.181 -8.156 6.076
H -3.280 -7.192 4.063
H -1.938 -5.927 2.415
H 0.483 -5.610 2.781
H 1.566 -6.561 4.808
F 6.398 -1.475 3.107
C 7.140 -1.166 4.193
C 7.966 -0.061 4.144
C 8.722 0.255 5.263
C 8.647 -0.534 6.403
C 7.811 -1.641 6.426
C 7.045 -1.963 5.315
H 8.013 0.536 3.243
H 9.371 1.119 5.244
H 9.241 -0.285 7.272
H 7.753 -2.259 7.312
H 6.383 -2.818 5.313
F -2.915 7.730 -5.497
C -3.224 6.754 -6.380
C -2.963 5.442 -6.042
C -3.285 4.443 -6.949
C -3.851 4.768 -8.174
C -4.100 6.096 -8.492
C -3.789 7.102 -7.590
H -2.518 5.210 -5.085
H -3.093 3.410 -6.695
H -4.098 3.986 -8.879
H -4.539 6.351 -9.447
H -3.980 8.143 -7.815
F -4.145 3.895 -3.516
C -4.818 3.005 -2.758
C -6.191 2.920 -2.860
C -6.857 1.993 -2.071
C -6.151 1.182 -1.192
C -4.770 1.295 -1.101
C -4.095 2.209 -1.895
H -6.721 3.566 -3.547
H -7.933 1.906 -2.143
H -6.677 0.465 -0.577
H -4.214 0.669 -0.417
H -3.019 2.313 -1.849
```

The highest occupied orbital energy comes out at -9.01 eV. The energy above the lowest of the compared OMol25 structures with the same formula, charge and spin comes out at 0.00 kJ/mol. Its multiplicity is 1.



Below is C10H35AsCrF6N13O7 as an isolated structure, with properties calculated with ωB97M-V with the def2-TZVPD basis set.

Structure (XYZ):
```
73
C10H35AsCrF6N13O7, DFT ωB97M-V with the def2-TZVPD basis set
Cr 12.120 -1.649 -29.307
As 14.335 -1.290 -32.795
F 15.052 -0.748 -34.237
F 13.068 -0.117 -32.990
F 13.556 -1.814 -31.286
F 15.565 -2.441 -32.415
F 15.244 -0.118 -31.845
F 13.415 -2.492 -33.623
C 11.058 -4.007 -32.482
C 10.620 -3.974 -31.032
C 10.205 -5.389 -30.572
O 10.055 -5.373 -29.169
C 9.897 -6.649 -28.597
N 11.762 -3.547 -30.111
H 12.035 -4.482 -32.571
H 11.077 -3.010 -32.913
H 10.358 -4.614 -33.061
H 9.824 -3.266 -30.810
H 11.068 -6.022 -30.819
H 9.290 -5.688 -31.081
H 9.021 -7.159 -29.009
H 9.878 -6.638 -27.510
H 10.728 -7.323 -28.858
H 12.613 -3.942 -30.510
H 11.485 -4.141 -29.322
C 10.048 -0.513 -31.719
O 10.798 -1.105 -30.935
N 10.439 0.489 -32.522
N 8.727 -0.831 -31.784
H 11.430 0.659 -32.600
H 9.844 0.776 -33.280
H 8.423 -1.674 -31.331
H 8.149 -0.503 -32.540
C 12.765 1.550 -30.001
O 12.704 0.325 -29.852
N 13.950 2.185 -30.039
N 11.673 2.335 -30.109
H 14.804 1.668 -29.938
H 14.024 3.175 -30.198
H 10.764 1.915 -30.087
H 11.770 3.333 -30.173
C 12.104 0.332 -26.409
O 12.005 -0.401 -27.394
N 11.372 1.476 -26.318
N 12.899 0.054 -25.353
H 11.428 2.029 -25.483
H 10.791 1.630 -27.118
H 13.044 0.747 -24.640
H 13.495 -0.751 -25.327
C 12.731 -4.069 -26.816
O 12.322 -3.158 -27.544
N 12.395 -4.124 -25.507
N 13.620 -4.987 -27.269
H 11.648 -3.549 -25.159
H 12.836 -4.754 -24.860
H 13.820 -5.823 -26.751
H 14.104 -4.753 -28.118
C 9.138 -1.973 -27.912
O 10.122 -1.801 -28.629
N 8.642 -3.196 -27.610
N 8.406 -0.936 -27.429
H 9.154 -4.006 -27.929
H 7.849 -3.245 -26.996
H 8.624 -0.012 -27.752
H 7.538 -1.070 -26.940
C 15.343 -1.608 -28.668
O 14.120 -1.639 -28.897
N 15.845 -2.123 -27.520
N 16.196 -1.069 -29.544
H 15.219 -2.261 -26.750
H 16.839 -2.165 -27.372
H 15.893 -0.764 -30.464
H 17.128 -0.891 -29.210
```

The highest occupied orbital energy (spin up / spin down) comes out at -15.23 / -15.22 eV. As for the net charge: +2. The energy above the lowest of the compared OMol25 structures with the same formula, charge and spin comes out at 0.00 kJ/mol. Its multiplicity is 4.



Below is one molecule with the formula C5H8N2, with properties calculated with ωB97M-V with the def2-TZVPD basis set.

Structure (XYZ):
```
15
C5H8N2, DFT ωB97M-V with the def2-TZVPD basis set
C -1.668 -1.493 0.626
C -1.044 -0.286 0.523
C -1.653 0.890 1.086
N -2.059 1.812 1.651
C 0.161 0.065 -0.398
C 1.489 0.291 0.586
N -0.124 1.239 -1.237
H -0.933 -2.143 0.202
H -2.335 -1.837 1.281
H 0.322 -0.671 -1.073
H 1.274 0.977 1.411
H 1.847 -0.712 1.018
H 2.284 0.750 0.124
H -0.682 1.033 -2.100
H -0.474 2.038 -0.661
```

The highest occupied orbital energy comes out at -9.60 eV. The energy above the lowest of the compared OMol25 structures with the same formula, charge and spin comes out at 216.66 kJ/mol. Its multiplicity is 1.



Below is a 10-piece molecular cluster, C4H30N2O9 overall, with properties calculated with ωB97M-V with the def2-TZVPD basis set.

Structure (XYZ):
```
45
C4H30N2O9, DFT ωB97M-V with the def2-TZVPD basis set
C 0.615 0.832 -3.453
N 1.511 1.104 -2.312
C 0.923 1.789 -1.173
C 0.289 3.145 -1.448
C -0.127 0.853 -0.553
N -0.735 1.269 0.715
H 0.694 -0.201 -3.788
H -0.409 1.030 -3.167
H 0.849 1.526 -4.263
H 2.402 1.439 -2.626
H 1.665 1.807 -0.383
H 0.262 3.771 -0.553
H -0.735 3.007 -1.824
H 0.643 3.845 -2.207
H -0.933 0.657 -1.263
H 0.401 -0.089 -0.415
H -0.775 2.279 0.780
H -0.111 0.921 1.436
O -1.826 -0.707 3.266
H -1.617 -1.243 4.041
H -2.323 -0.001 3.692
O 2.705 0.624 1.017
H 3.064 1.480 1.280
H 2.940 0.136 1.820
O 0.342 -3.848 3.024
H 1.097 -4.255 2.575
H -0.151 -3.566 2.235
O 0.362 -3.047 -0.230
H 0.450 -2.135 -0.522
H -0.586 -3.169 -0.088
O -3.361 2.228 -2.870
H -3.179 2.627 -2.017
H -3.199 1.286 -2.806
O 1.506 -1.245 3.462
H 2.369 -1.599 3.698
H 1.003 -2.058 3.283
O -3.703 0.692 0.022
H -4.402 1.062 0.569
H -2.895 0.813 0.544
O 4.084 -2.033 -0.986
H 3.387 -1.564 -0.519
H 3.804 -2.202 -1.886
O -1.805 -2.649 1.210
H -2.717 -2.921 1.349
H -1.780 -1.690 1.332
```

The highest occupied orbital energy comes out at -8.49 eV. The energy above the lowest of the compared OMol25 structures with the same formula, charge and spin comes out at 252.68 kJ/mol. Its multiplicity is 1.



Below is a 3-piece molecular cluster, C4H11NO2 overall, with properties calculated with ωB97M-V with the def2-TZVPD basis set.

Structure (XYZ):
```
18
C4H11NO2, DFT ωB97M-V with the def2-TZVPD basis set
C 1.620 0.052 -1.211
C 0.540 0.046 -0.447
C -0.349 1.254 -0.347
C -0.746 1.893 -1.456
N -0.658 1.657 0.936
H 2.212 -0.858 -1.102
H 2.041 0.717 -1.944
H 0.377 -0.646 0.352
H -0.432 1.683 -2.462
H -1.440 2.707 -1.252
H -0.239 1.170 1.705
H -1.548 2.076 1.141
O 1.491 -2.444 0.742
H 0.923 -3.093 1.169
H 1.725 -2.705 -0.149
O -1.860 -1.120 1.786
H -2.625 -1.133 1.213
H -1.032 -1.256 1.327
```

The highest occupied orbital energy comes out at -7.84 eV. The energy above the lowest of the compared OMol25 structures with the same formula, charge and spin comes out at 246.96 kJ/mol. Its multiplicity is 1.



Below is a 2-piece molecular cluster, C9H16N overall, with properties calculated with ωB97M-V with the def2-TZVPD basis set.

Structure (XYZ):
```
26
C9H16N, DFT ωB97M-V with the def2-TZVPD basis set
C 0.456 1.229 -1.658
C 1.910 0.885 0.221
C 0.241 1.734 -2.711
C -0.623 -2.052 0.519
C 0.115 2.474 -3.849
C -1.143 0.803 2.381
C 0.361 -2.841 -0.424
C -1.287 -0.711 2.538
C -0.282 -1.443 1.621
N 0.791 0.662 -0.461
H 1.822 0.592 1.281
H 2.739 1.583 -0.043
H 0.240 0.034 0.119
H -1.528 -2.254 0.097
H -0.789 2.354 -4.375
H 0.988 2.422 -4.650
H 0.118 3.510 -3.536
H -1.629 1.298 3.244
H -1.575 1.126 1.428
H -0.024 1.038 2.499
H 1.369 -2.367 -0.530
H -0.232 -2.926 -1.402
H 0.400 -3.880 -0.087
H -1.093 -0.883 3.694
H -2.149 -1.130 2.281
H 0.806 -1.259 1.800
```

The highest occupied orbital energy comes out at -13.22 eV. As for the net charge: +1. The energy above the lowest of the compared OMol25 structures with the same formula, charge and spin comes out at 534.04 kJ/mol. Its multiplicity is 1.



> multiplicity of number 6 (C9H16N)?

1



> Which of these has the highest multiplicity?

C10H35AsCrF6N13O7